ORCA calculation (wB97M-V/def2-TZVPD) on a molecular structure, C45H49BrClNO8RbTe.

Each line ends with the Mulliken charge.
Element x y z (Å)
Rb  1.54  0.48  1.11  0.639
C  1.27  -3.32  0.98  -0.263
O  2.34  -2.64  1.61  0.041
C  2.28  -2.73  3.02  -0.368
C  3.41  -1.91  3.60  -0.777
O  3.15  -0.53  3.46  -0.007
C  3.26  0.26  4.63  -0.325
C  2.49  -0.26  5.85  -0.614
O  1.21  -0.73  5.56  -0.314
C  0.30  0.28  5.14  -0.092
H  1.29  -4.39  1.22  0.358
H  1.40  -3.19  -0.09  0.035
H  0.31  -2.90  1.29  0.018
H  2.39  -3.78  3.34  0.338
H  1.32  -2.35  3.40  0.220
H  4.34  -2.15  3.06  0.366
H  3.55  -2.19  4.65  0.365
H  2.90  1.25  4.34  0.067
H  4.32  0.36  4.93  0.231
H  2.47  0.57  6.58  0.385
H  3.02  -1.09  6.32  0.380
H  0.07  0.95  5.99  0.328
H  -0.59  -0.22  4.79  0.039
H  0.71  0.89  4.34  -0.007
Cl  0.21  8.36  3.69  -0.304
C  0.63  6.66  3.54  0.181
C  1.42  6.06  4.53  -0.508
C  1.76  4.74  4.43  -0.537
C  1.36  3.90  3.33  -0.397
O  1.73  2.71  3.25  -0.166
C  0.52  4.57  2.35  0.530
C  -0.03  3.87  1.20  -0.044
O  0.01  2.68  1.00  -0.140
C  0.20  5.93  2.47  -0.830
H  1.75  6.65  5.38  0.376
H  2.37  4.27  5.20  0.415
H  -0.56  4.53  0.48  -0.032
H  -0.41  6.39  1.70  0.390
C  -0.85  -0.87  -7.78  -1.696
C  -0.91  -0.82  -6.27  0.774
C  0.24  -0.92  -5.50  -0.765
C  0.19  -0.88  -4.11  0.974
C  1.49  -1.02  -3.36  -0.788
C  -1.04  -0.72  -3.46  -0.910
Te  -1.09  -0.73  -1.32  0.781
N  -1.31  -0.94  1.41  0.160
C  -1.80  -1.77  2.28  -0.419
O  -1.58  -1.78  3.52  -0.803
C  -2.78  -2.82  1.75  0.383
C  -3.94  -3.05  2.48  -0.399
C  -4.86  -4.00  2.06  -0.553
C  -4.62  -4.74  0.91  -0.375
C  -3.45  -4.53  0.19  -0.931
C  -2.54  -3.57  0.61  0.167
C  -2.10  1.13  -1.17  0.304
C  -3.36  1.22  -0.57  1.141
C  -4.08  0.04  0.02  -1.880
C  -3.99  2.46  -0.51  -0.921
C  -3.41  3.61  -1.02  0.658
C  -4.08  4.95  -0.90  -1.747
C  -2.16  3.49  -1.62  -0.897
C  -1.48  2.28  -1.69  1.259
C  -0.11  2.27  -2.31  -1.742
C  -2.21  -0.64  -4.23  1.445
C  -3.57  -0.52  -3.60  -1.264
C  -2.13  -0.68  -5.62  -0.972
H  0.18  -0.91  -8.13  0.340
H  -1.32  0.02  -8.22  0.351
H  -1.37  -1.74  -8.17  0.334
H  1.20  -1.04  -5.99  0.331
H  2.33  -1.08  -4.05  -0.007
H  1.50  -1.92  -2.74  0.265
H  1.66  -0.18  -2.68  -0.001
H  -4.09  -2.49  3.39  0.397
H  -5.77  -4.16  2.63  0.363
H  -5.34  -5.48  0.58  0.363
H  -3.25  -5.11  -0.70  0.388
H  -1.64  -3.40  0.04  0.283
H  -3.87  -0.88  -0.51  0.194
H  -5.16  0.22  0.03  0.507
H  -3.75  -0.12  1.05  0.266
H  -4.97  2.52  -0.04  0.368
H  -5.17  4.84  -0.86  0.403
H  -3.83  5.59  -1.74  0.393
H  -3.76  5.46  0.01  0.283
H  -1.68  4.38  -2.02  0.300
H  0.21  3.29  -2.53  0.430
H  -0.10  1.70  -3.24  0.327
H  0.63  1.82  -1.65  0.151
H  -3.69  -1.24  -2.79  0.081
H  -4.35  -0.71  -4.35  0.408
H  -3.73  0.47  -3.18  0.207
H  -3.04  -0.62  -6.20  0.340
Br  5.24  -0.59  -4.75  -0.151
C  4.90  -1.67  -3.21  0.012
C  5.00  -3.04  -3.40  -0.510
C  4.73  -3.91  -2.35  -0.546
C  4.35  -3.39  -1.12  -0.597
C  4.23  -2.02  -0.96  0.019
C  4.51  -1.12  -2.00  0.185
C  4.35  0.39  -1.69  0.172
O  5.17  1.14  -2.23  -0.764
O  3.42  0.65  -0.89  -0.521
H  5.28  -3.43  -4.38  0.392
H  4.81  -4.98  -2.50  0.361
H  4.12  -4.04  -0.29  0.449
H  3.89  -1.61  -0.02  0.469

The strongest force on any atom is 0.0070 Eh/bohr. The spin multiplicity is 2. The orbital gap comes out at 0.2385 Eh. The total energy is -5727.22121 hartree. As for the charge: -2. The energy above the lowest of the compared OMol25 structures with the same formula, charge and spin is 0.0 kJ/mol.

---

ORCA calculation (wB97M-V/def2-TZVPD) on 9 unconnected molecules or ions with the total composition C45H49F5O9 in a non-equilibrium geometry.

Each line ends with the Mulliken charge.
Element x y z (Å)
C  -2.95  4.19  -0.23  -0.541
O  -2.93  3.77  -1.57  -0.280
C  -3.79  2.81  -2.01  0.742
O  -4.76  2.33  -1.43  -0.584
O  -3.46  2.56  -3.31  -0.213
C  -4.28  1.76  -4.02  -0.744
H  -2.01  4.70  -0.02  0.131
H  -2.91  3.29  0.38  0.245
H  -3.87  4.62  0.17  0.387
H  -4.07  0.71  -3.82  0.280
H  -3.99  1.86  -5.06  0.251
H  -5.36  1.95  -4.02  0.369
C  3.54  -2.54  -0.57  -0.773
O  3.13  -1.37  0.12  -0.252
C  2.91  -1.41  1.42  0.914
O  2.82  -2.45  2.13  -0.670
O  2.76  -0.16  1.85  -0.236
C  2.39  -0.09  3.24  0.317
H  4.24  -2.17  -1.32  0.253
H  2.63  -2.96  -1.01  0.276
H  3.98  -3.26  0.12  0.331
H  1.90  0.88  3.32  -0.501
H  3.14  -0.18  4.03  0.443
H  1.62  -0.86  3.35  -0.027
C  1.32  -5.00  2.76  -0.843
O  0.48  -4.16  3.57  -0.052
C  0.44  -4.42  4.85  0.704
O  0.96  -5.37  5.38  -0.610
O  -0.16  -3.39  5.45  -0.211
C  -0.18  -3.33  6.85  -0.841
H  2.28  -5.23  3.22  0.400
H  1.44  -4.53  1.79  0.158
H  0.92  -5.99  2.55  0.363
H  -0.10  -2.29  7.17  0.215
H  0.73  -3.74  7.28  0.372
H  -0.97  -3.91  7.33  0.341
F  1.61  -0.35  6.69  -0.339
C  1.29  0.71  5.89  0.219
C  2.19  1.76  5.84  -0.286
C  1.82  2.86  5.02  -0.689
C  0.68  2.74  4.22  -0.480
C  -0.24  1.72  4.40  -0.208
C  0.10  0.74  5.18  -0.312
H  3.09  1.75  6.45  0.468
H  2.60  3.60  5.00  0.376
H  0.62  3.51  3.46  0.606
H  -1.19  1.67  3.89  0.461
H  -0.53  -0.13  5.33  0.227
F  -0.56  0.51  -2.44  -0.107
C  -0.60  0.09  -1.20  -0.431
C  -0.42  1.00  -0.17  -0.165
C  -0.28  0.54  1.15  0.293
C  -0.35  -0.88  1.38  -0.566
C  -0.60  -1.81  0.39  -0.928
C  -0.58  -1.28  -0.88  -0.892
H  -0.50  2.07  -0.31  0.739
H  0.03  1.26  1.90  0.109
H  -0.16  -1.24  2.38  0.451
H  -0.74  -2.87  0.57  0.850
H  -0.71  -2.03  -1.64  0.478
F  0.13  0.73  -7.15  -0.321
C  -0.94  0.01  -6.92  0.725
C  -1.89  -0.20  -7.99  -0.798
C  -3.06  -0.93  -7.67  -0.136
C  -3.28  -1.40  -6.39  -0.967
C  -2.33  -1.10  -5.43  -0.133
C  -1.15  -0.45  -5.64  -0.557
H  -1.61  0.18  -8.96  0.451
H  -3.71  -1.25  -8.47  0.381
H  -4.19  -1.86  -6.03  0.397
H  -2.43  -1.46  -4.42  0.395
H  -0.42  -0.19  -4.88  0.582
F  2.35  7.92  0.05  -0.313
C  2.17  6.62  0.26  0.305
C  3.27  5.72  0.11  -0.369
C  3.05  4.44  0.54  -0.779
C  1.83  4.02  1.00  -0.260
C  0.75  4.91  1.12  -0.127
C  0.99  6.24  0.85  -0.825
H  4.21  6.03  -0.30  0.464
H  3.89  3.75  0.46  0.464
H  1.67  3.01  1.35  0.341
H  -0.23  4.52  1.35  0.709
H  0.18  6.94  0.94  0.365
F  4.52  4.08  -5.28  -0.348
C  3.26  3.53  -4.90  0.236
C  3.05  2.96  -3.66  -0.617
C  1.75  2.47  -3.43  -0.241
C  0.79  2.44  -4.41  0.028
C  1.01  2.97  -5.66  -0.895
C  2.31  3.51  -5.83  -0.243
H  3.73  2.95  -2.83  0.501
H  1.54  2.00  -2.48  0.247
H  -0.15  1.92  -4.26  0.508
H  0.29  3.09  -6.45  0.426
H  2.66  4.04  -6.70  0.374
C  -2.04  -6.86  2.50  -0.281
C  -2.13  -5.49  2.41  -0.513
C  -2.43  -4.90  1.22  -0.203
C  -2.70  -5.61  0.06  -0.563
C  -2.51  -7.02  0.12  -0.435
C  -2.28  -7.62  1.33  -0.486
H  -1.75  -7.19  3.49  0.411
H  -2.03  -4.95  3.34  0.367
H  -2.63  -3.84  1.25  0.621
H  -3.01  -4.95  -0.74  0.395
H  -2.64  -7.63  -0.76  0.376
H  -2.25  -8.69  1.50  0.355

The strongest force on any atom is 0.1068 Eh/bohr. The spin multiplicity is 1. The orbital gap comes out at 0.3574 Eh. The total energy is -2920.50923 hartree. As for the charge: 0. The SMILES is COC(=O)OC.COC(=O)OC.COC(=O)OC.Fc1ccccc1.Fc1ccccc1.Fc1ccccc1.Fc1ccccc1.Fc1ccccc1.c1ccccc1.